Entry 1:
Density functional theory data (ωB97M-V with the def2-TZVPD basis set) for a molecular structure, C38H31Br2N5O3PS3Zr at a distorted geometry.

```
84
C38H31Br2N5O3PS3Zr, DFT ωB97M-V with the def2-TZVPD basis set
Zr 1.1069 -0.1592 0.1849
O 1.2734 -2.4426 -0.3583
H 1.6297 -2.6923 -1.2299
H 0.6282 -3.1267 -0.0910
S -0.7270 0.6795 -1.5473
P 0.6008 0.4274 -3.0910
S 2.2998 -0.2524 -2.2084
C -0.0261 -0.7487 -4.3412
C 0.9144 -1.4935 -5.1053
C 0.4696 -2.3090 -6.1418
C -0.8616 -2.2918 -6.4850
C -1.8055 -1.4599 -5.8417
C -1.3545 -0.6884 -4.7374
C 0.8875 1.9810 -3.9346
C -0.0036 3.0574 -3.7796
C 0.2756 4.2598 -4.4194
C 1.4096 4.3860 -5.1757
C 2.2542 3.3049 -5.3889
C 1.9871 2.1309 -4.7323
H 1.9880 -1.3258 -4.8495
H 1.1431 -2.9898 -6.6573
H -1.1806 -2.9059 -7.3070
H -2.8538 -1.6022 -5.9881
H -2.0680 -0.0870 -4.1562
H -0.8546 2.9404 -3.0638
H -0.3951 5.1095 -4.3083
H 1.7104 5.3733 -5.5885
H 3.1385 3.4353 -6.0213
H 2.7006 1.3411 -4.9888
Br 2.2654 -0.3705 7.2112
C 1.9938 -0.2676 5.3524
C 1.9557 0.9628 4.7321
C 1.7360 0.9720 3.3648
N 1.5766 -0.1540 2.6721
C 1.6276 -1.3242 3.2804
C 1.8384 -1.4547 4.6353
H 2.0716 1.9656 5.1408
H 1.6829 1.9013 2.7721
H 1.4716 -2.1542 2.6085
H 1.9498 -2.4283 5.1036
O -0.9176 -3.5945 0.9378
C -1.2327 -2.4874 1.3200
N -2.3816 -2.1720 1.9730
C -2.5747 -0.7205 2.0556
C -1.1805 -0.2519 1.5546
O -0.7250 0.8780 1.4881
N -0.5057 -1.3103 1.1005
C -2.8463 -0.3499 3.4422
C -4.0781 0.0418 3.8829
C -4.3300 0.2777 5.2272
C -3.2661 0.3075 6.1376
C -1.9981 -0.1023 5.6848
C -1.7623 -0.3974 4.3694
C -3.5050 -0.2265 0.9818
C -3.9738 -1.0713 -0.0139
C -4.7798 -0.6455 -1.0446
C -5.1546 0.6804 -1.0635
C -4.6895 1.5613 -0.1193
C -3.8218 1.1090 0.8812
H -3.1138 -2.8149 2.1362
H -4.9623 0.0526 3.2470
H -5.3184 0.4740 5.5783
H -3.4404 0.4461 7.2613
H -1.1962 -0.1057 6.3721
H -0.7747 -0.7067 4.0343
H -3.8072 -2.1601 0.1064
H -5.2042 -1.3520 -1.7281
H -5.9104 1.0058 -1.8146
H -4.9728 2.5685 -0.1687
H -3.4339 1.9092 1.5220
Br 8.0052 -1.2271 1.3773
C 6.1788 -1.0111 1.0663
C 5.3577 -2.1269 0.8574
C 4.0296 -1.8245 0.6065
N 3.5145 -0.6104 0.5121
C 4.2970 0.4427 0.8066
C 5.6401 0.2541 1.1478
H 5.8300 -3.1098 0.8574
H 3.3287 -2.6190 0.4226
H 3.7185 1.3619 0.8145
H 6.2393 1.0765 1.5918
S 1.7248 4.3029 -1.0271
C 1.7529 2.9092 -0.1996
N 1.7836 1.8387 0.3042
```

Summary:
Lowest unoccupied orbital energy: -2.80 eV
HOMO-LUMO gap: 8.127 eV
Highest occupied orbital energy: -10.92 eV
Total charge: +1
M: 983.90 g mol⁻¹
Electronic energy: -8697.2602 a.u.



Entry 2:
Density functional theory data (ωB97M-V with the def2-TZVPD basis set) for a molecular structure, C38H31I2N5O4Pb at a distorted geometry.

```
81
C38H31I2N5O4Pb, DFT ωB97M-V with the def2-TZVPD basis set
Pb -0.1273 -0.1479 2.1945
C 2.8300 -0.9079 -4.0600
O 1.5716 -0.5495 -3.5370
C 0.4636 -0.9473 -4.1959
C 0.5556 -1.7912 -5.3216
C -0.6018 -2.1385 -5.9625
C -1.8120 -1.5754 -5.5669
C -1.9222 -0.8505 -4.4327
C -0.7957 -0.4629 -3.7074
N -0.9780 0.2916 -2.4717
C -0.5878 -0.2440 -1.2481
N -0.4826 -1.6090 -1.2358
C 0.0274 -2.4536 -0.2443
C 0.3617 -2.0305 1.0633
C 0.7815 -2.9589 1.9639
C 0.8200 -4.3347 1.6413
C 0.6710 -4.7630 0.3609
C 0.2614 -3.7954 -0.5965
O -0.1151 -4.0578 -1.8530
C 0.4768 -5.1948 -2.6110
N -0.3580 0.4701 -0.1814
C -0.3886 1.8676 -0.1358
C -1.4255 2.5294 0.6072
C -1.4116 3.9127 0.6101
C -0.2792 4.6248 0.2266
C 0.7339 3.9798 -0.4797
C 0.6770 2.6321 -0.7834
O 1.5845 2.0085 -1.5265
C 2.7503 2.7093 -2.0736
H 3.5420 -0.4088 -3.4652
H 2.9446 -0.5534 -5.1230
H 2.9900 -1.9507 -4.0391
H 1.5267 -2.3229 -5.5282
H -0.6164 -2.7043 -6.8491
H -2.6319 -1.8175 -6.2406
H -2.9280 -0.6167 -4.0337
H -0.8766 1.3071 -2.5346
H -0.8286 -2.0604 -2.0449
H 1.2103 -2.6221 2.8845
H 1.0522 -5.0901 2.3699
H 0.6173 -5.8259 0.1449
H 0.0814 -5.1033 -3.6581
H 0.2895 -6.2367 -2.2259
H 1.5711 -5.0744 -2.6314
H -2.3139 1.9552 0.9051
H -2.2639 4.4670 1.0508
H -0.3115 5.7407 0.3675
H 1.6266 4.4619 -0.7806
H 3.3772 1.9242 -2.5399
H 3.3631 3.2242 -1.3419
H 2.4696 3.3849 -2.8299
I 5.0881 -1.3975 0.2195
C 4.7160 0.0663 1.6333
C 5.7115 0.9593 2.0833
C 5.4413 1.8268 3.1219
I 7.1575 2.5884 4.1661
C 4.0983 2.0997 3.5307
C 3.7658 3.1815 4.3659
C 2.4491 3.5033 4.5608
C 1.4764 2.7924 3.8345
N 1.7776 1.7701 3.0297
C 3.0740 1.4334 2.8176
C 3.3185 0.3102 1.9592
O 2.3104 -0.4085 1.5116
H 6.6699 0.9096 1.6178
H 4.5668 3.6704 4.9232
H 2.1387 4.3238 5.2174
H 0.3755 3.1003 3.8670
N -2.7068 -0.3008 2.2562
C -3.8308 -0.1943 2.5105
C -5.2405 -0.1086 2.7541
C -5.7858 -0.6951 3.8994
C -7.1012 -0.4794 4.2044
C -7.8970 0.3382 3.4358
C -7.3968 0.8982 2.2876
C -6.0744 0.6304 1.8894
H -5.2012 -1.2241 4.6357
H -7.4043 -0.9886 5.0788
H -8.9067 0.4944 3.6931
H -8.0440 1.4918 1.6418
H -5.7181 1.1169 0.9542
```

Summary:
Relative energy (zero: lowest compared OMol25 entry of this formula, charge and spin): 1.27 kcal/mol
Lowest unoccupied orbital energy: -0.30 eV
HOMO-LUMO gap: 6.066 eV
Highest occupied orbital energy: -6.36 eV
Total charge: 0
M: 1082.71 g mol⁻¹
Electronic energy: -2829.5162 a.u.



Entry 3:
Density functional theory data (ωB97M-V with the def2-TZVPD basis set) for a molecular structure, C38H31N4OP2RuSTe.

```
79
C38H31N4OP2RuSTe, DFT ωB97M-V with the def2-TZVPD basis set
Ru 0.0883 -0.1273 -0.3707
N 3.7307 0.5808 1.8572
C 2.4746 0.3913 1.4079
S 2.3439 -0.1959 -0.2652
N 1.4786 0.6296 2.1895
N 0.2344 0.4257 1.5819
C -0.7653 0.5692 2.3923
C -2.1598 0.4649 2.0741
C -3.0692 0.7063 3.1239
C -4.4254 0.6806 2.9149
C -4.9083 0.4134 1.6282
C -4.0485 0.1694 0.5832
C -2.6589 0.1819 0.7843
O -1.8975 -0.0664 -0.2620
H 4.5205 0.3262 1.2951
H 3.8723 0.8818 2.8058
H -0.4977 0.8156 3.4164
H -2.6740 0.9195 4.1097
H -5.1098 0.8652 3.7304
H -5.9764 0.4000 1.4509
H -4.4084 -0.0391 -0.4165
Te -0.0469 0.2216 -5.3409
C -1.3879 -1.0960 -6.3047
C -2.2570 -0.5463 -7.2369
C -3.1632 -1.3895 -7.8699
N -3.2539 -2.6915 -7.6256
C -2.4089 -3.2046 -6.7358
C -1.4550 -2.4588 -6.0585
C -0.5890 -0.0487 -3.3779
P -0.5147 1.4261 -2.3189
C -2.1718 2.1410 -2.3087
C -3.1633 1.7483 -3.2008
C -4.4360 2.2925 -3.1003
C -4.7210 3.2233 -2.1119
C -3.7322 3.6175 -1.2195
C -2.4622 3.0727 -1.3131
C 0.5588 2.5732 -3.2133
C 1.9234 2.2797 -3.2636
C 2.7812 3.0907 -3.9875
C 2.2850 4.2095 -4.6455
C 0.9351 4.5217 -4.5724
C 0.0692 3.7070 -3.8582
P -0.3596 -1.4952 -2.3227
C 0.7582 -2.6664 -3.1141
C 0.3489 -3.9422 -3.4925
C 1.2484 -4.8028 -4.1069
C 2.5544 -4.3973 -4.3345
C 2.9751 -3.1351 -3.9317
C 2.0826 -2.2757 -3.3168
C -1.9335 -2.3469 -2.0842
C -2.0713 -3.1972 -0.9894
C -3.2732 -3.8467 -0.7662
C -4.3453 -3.6409 -1.6265
C -4.2144 -2.7854 -2.7102
C -3.0086 -2.1363 -2.9393
H -2.2520 0.5108 -7.4700
H -3.8530 -0.9889 -8.6042
H -2.4914 -4.2707 -6.5541
H -0.7821 -2.9450 -5.3700
H -2.9479 1.0230 -3.9753
H -5.2062 1.9871 -3.7964
H -5.7164 3.6398 -2.0329
H -3.9530 4.3405 -0.4458
H -1.6963 3.3689 -0.6039
H 2.3138 1.4232 -2.7246
H 3.8371 2.8593 -4.0286
H 2.9554 4.8443 -5.2094
H 0.5537 5.3990 -5.0774
H -0.9856 3.9466 -3.8122
H -0.6660 -4.2692 -3.3023
H 0.9269 -5.7921 -4.4038
H 3.2515 -5.0693 -4.8170
H 3.9998 -2.8273 -4.0908
H 2.4177 -1.2982 -2.9863
H -1.2436 -3.3491 -0.3043
H -3.3784 -4.5072 0.0841
H -5.2857 -4.1450 -1.4471
H -5.0499 -2.6178 -3.3773
H -2.9116 -1.4564 -3.7760
```

Summary:
Relative energy (zero: lowest compared OMol25 entry of this formula, charge and spin): 0.00 kcal/mol
Lowest unoccupied orbital energy (spin up / spin down): -2.45 / -4.92 eV
HOMO-LUMO gap (spin up / spin down): 7.504 / 5.633 eV
Spin multiplicity: 5
Highest occupied orbital energy (spin up / spin down): -9.95 / -10.55 eV
Total charge: +1
M: 882.38 g mol⁻¹
Electronic energy: -3204.4845 a.u.